Entry 1:
Computed, not measured: one molecule with the formula C4H9OP at a distorted geometry, with the ωB97M-V functional and the def2-TZVPD basis.

Last column: natural (NBO) charge in e.
CARTESIAN COORDINATES (ANGSTROEM)
C (0.0771, -0.4077, -0.2147)  0.32
C (0.1763, -1.0949, -1.5040)  -0.67
C (1.1191, 0.6282, 1.7417)  -0.65
C (1.1718, 0.0508, 0.4038)  -0.25
O (-1.1983, -0.3969, 0.3838)  -0.82
P (-2.5180, 0.4906, 0.0157)  0.68
H (0.1275, -0.2877, -2.1700)  0.22
H (-0.6721, -1.6248, -1.5586)  0.22
H (1.0212, -1.7557, -1.6278)  0.23
H (0.0552, 0.4699, 1.9185)  0.23
H (1.7749, 0.0472, 2.4978)  0.22
H (1.3141, 1.7252, 1.6264)  0.22
H (2.0123, 0.0129, -0.1762)  0.20
H (-1.8023, 1.7076, 0.1351)  -0.08
H (-2.6586, 0.4353, -1.4714)  -0.08

Cartesian forces (eV/Å) of the 2 atoms listed first:
C 0.8561 0.1301 1.5788
C 1.4494 1.1965 0.6497

=====

Entry 2:
Computed, not measured: C23H29N3O2Pt as an isolated structure at a distorted geometry, with the ωB97M-V functional and the def2-TZVPD basis.

Last column: natural (NBO) charge in e.
CARTESIAN COORDINATES (ANGSTROEM)
Pt (0.4290, 0.0059, 0.2114)  0.55
N (-0.3504, -0.1618, -3.9000)  -0.79
C (0.0000, -0.2937, -2.6121)  0.70
O (-0.3711, 0.5369, -1.7710)  -0.64
C (0.8643, -1.4468, -2.1872)  -0.53
C (1.6981, -0.9740, -0.9904)  -0.59
H (-0.9987, 0.5638, -4.1563)  0.41
H (-0.0994, -0.8560, -4.5790)  0.40
H (1.4652, -1.8140, -3.0263)  0.21
H (0.1962, -2.2563, -1.8805)  0.24
H (2.4869, -0.2919, -1.3253)  0.19
H (2.1812, -1.8188, -0.4973)  0.21
C (1.5213, -0.1070, 7.2047)  -0.23
C (0.9690, -1.1394, 6.4565)  -0.21
C (0.8323, -1.0194, 5.0831)  -0.20
C (1.2593, 0.1339, 4.4187)  -0.10
C (1.8243, 1.1577, 5.1839)  -0.17
C (1.9524, 1.0433, 6.5604)  -0.23
C (1.0876, 0.3361, 2.9658)  -0.25
C (1.0732, -0.5743, 1.9726)  -0.15
C (1.5175, -1.9812, 2.1525)  -0.10
C (0.7775, -3.0439, 1.6337)  -0.16
C (1.2342, -4.3488, 1.7362)  -0.23
C (2.4582, -4.6165, 2.3362)  -0.23
C (3.2124, -3.5665, 2.8418)  -0.20
C (2.7430, -2.2640, 2.7560)  -0.21
H (1.6039, -0.1956, 8.2803)  0.21
H (0.6434, -2.0470, 6.9497)  0.21
H (0.3876, -1.8228, 4.5108)  0.22
H (2.1874, 2.0482, 4.6808)  0.19
H (2.3909, 1.8532, 7.1306)  0.21
H (0.9373, 1.3793, 2.6982)  0.17
H (-0.1678, -2.8286, 1.1485)  0.21
H (0.6431, -5.1609, 1.3306)  0.21
H (2.8241, -5.6332, 2.4028)  0.21
H (4.1758, -3.7610, 3.2967)  0.21
H (3.3319, -1.4481, 3.1568)  0.22
C (-2.5854, 1.1522, 3.5242)  -0.41
N (-1.8322, 2.3132, 3.0877)  -0.44
C (-1.5186, 3.2867, 4.1190)  -0.21
C (-1.1504, 4.6135, 3.4888)  -0.41
C (-0.0417, 4.3643, 2.4863)  -0.20
N (-0.4668, 3.3687, 1.5134)  -0.45
C (0.2642, 3.3049, 0.2560)  -0.41
C (-1.1857, 2.2715, 1.8857)  0.83
O (-1.3160, 1.2852, 1.1449)  -0.72
H (-2.0663, 0.6354, 4.3373)  0.20
H (-2.6971, 0.4680, 2.6907)  0.25
H (-3.5708, 1.4681, 3.8725)  0.19
H (-0.6902, 2.9226, 4.7415)  0.20
H (-2.3917, 3.3852, 4.7663)  0.21
H (-0.8215, 5.3201, 4.2508)  0.22
H (-2.0180, 5.0315, 2.9743)  0.21
H (0.8667, 4.0351, 3.0088)  0.18
H (0.2063, 5.2776, 1.9457)  0.21
H (1.0266, 2.5191, 0.2637)  0.21
H (0.7449, 4.2675, 0.0936)  0.20
H (-0.4170, 3.0906, -0.5657)  0.22

Cartesian forces (eV/Å) of the 2 atoms listed first:
Pt -0.8904 0.5668 -0.4347
N -0.0983 -0.0138 -0.0917

=====

Entry 3:
Computed, not measured: a 2-piece molecular cluster, C10H16 overall at a distorted geometry, with the ωB97M-V functional and the def2-TZVPD basis.

Last column: natural (NBO) charge in e.
CARTESIAN COORDINATES (ANGSTROEM)
C (-1.2162, -1.3263, -2.8911)  -0.42
C (-1.6841, -0.6055, -1.6457)  -0.63
C (0.3326, -1.3170, -3.0142)  -0.61
H (-1.5525, -2.2561, -3.1478)  0.21
H (-1.6358, -0.6365, -3.7651)  0.19
H (-2.4846, -1.2089, -1.1009)  0.21
H (0.8304, -2.3463, -2.8862)  0.20
H (0.6953, -0.8096, -4.0757)  0.20
H (-2.0310, 0.3792, -1.6043)  0.22
H (-0.9436, -0.6949, -0.6994)  0.21
H (0.7974, -0.7133, -2.2257)  0.21
C (-0.3626, 2.1788, 3.2437)  -0.62
C (0.4171, -0.9022, 1.2540)  -0.22
C (-0.1187, -0.1212, 2.2023)  -0.22
C (1.5002, -0.5376, 0.4304)  -0.24
C (0.3379, 1.1753, 2.2558)  -0.01
C (2.0030, 0.7875, 0.5681)  -0.20
C (1.4216, 1.6489, 1.5574)  -0.23
H (0.0274, -1.8716, 0.9860)  0.21
H (-1.0256, -0.5001, 2.8030)  0.22
H (1.8930, -1.4241, -0.3188)  0.23
H (2.9142, 1.2713, 0.0704)  0.22
H (-1.2792, 2.6809, 2.6277)  0.21
H (0.2832, 2.8976, 3.6883)  0.22
H (1.8220, 2.5805, 1.6115)  0.21
H (-0.9413, 1.6711, 4.0764)  0.21

Cartesian forces (eV/Å) of the 2 atoms listed first:
C 1.2785 5.1693 -2.1163
C 0.3595 -3.9661 4.9081

=====

| no. | highest occupied orbital energy (hartree) | gap between HOMO and LUMO (eV) |
| --- | --- | --- |
| 1 | -0.323 | 9.6851 |
| 2 | -0.256 | 7.4035 |
| 3 | -0.332 | 10.0120 |